This record from the OMol25 dataset describes a molecular structure, C9H12N2O. The level of theory is wB97M-V/def2-TZVPD.

```
! RIJCOSX wB97M-V def2-TZVPD def2/J DEFGRID3
* xyz 0 1
C 0.882 1.842 0.624
C 1.731 1.155 -0.143
C -0.336 1.131 0.716
C -0.133 0.085 -0.090
C -1.399 -1.351 0.153
C -1.692 1.328 1.329
C -2.313 0.074 1.876
C 2.234 -0.670 -2.690
C 1.640 -1.151 -1.301
N 1.081 0.054 -0.623
N -2.238 -1.258 1.120
O -3.013 -2.102 1.551
H 1.077 2.657 1.339
H 2.686 1.341 -0.433
H -1.327 -2.202 -0.574
H -1.721 2.046 2.141
H -2.366 1.768 0.620
H -1.771 -0.218 2.828
H -3.295 0.322 2.330
H 1.863 0.303 -2.773
H 2.224 -1.278 -3.530
H 3.269 -0.513 -2.513
H 2.336 -1.670 -0.625
H 0.582 -1.693 -1.331
*
```

Computed properties:
energy relative to the best compared isomer or geometry (same formula, charge and spin)	582.15	kJ/mol
HOMO	-8.1000	eV
LUMO	0.8434	eV
total energy	-14549.6458	eV

***

This record from the OMol25 dataset describes 2 unconnected molecules or ions with the total composition C9H12N2O. The level of theory is wB97M-V/def2-TZVPD.

```
! RIJCOSX wB97M-V def2-TZVPD def2/J DEFGRID3
* xyz 0 1
C -3.303 0.709 -0.199
C -3.012 -0.496 -0.742
C -2.246 1.624 0.161
C -1.679 -0.969 -0.781
C -0.931 1.199 0.075
C -0.519 -0.079 -0.426
C 2.269 1.080 -0.576
C 2.889 -0.959 0.709
C 1.719 0.015 0.338
N -0.354 -2.351 1.120
N 0.641 -0.643 -0.301
O -1.433 -2.042 0.872
H -4.425 1.130 -0.314
H -3.847 -1.162 -1.148
H -2.353 2.447 0.828
H -1.438 -1.906 -1.394
H -0.215 1.884 0.457
H 1.495 1.673 -1.052
H 2.865 1.773 0.058
H 2.925 0.457 -1.226
H 2.784 -1.955 0.237
H 2.972 -1.121 1.706
H 3.856 -0.778 0.388
H 1.340 0.471 1.211
*
```

Computed properties:
energy relative to the best compared isomer or geometry (same formula, charge and spin)	603.15	kJ/mol
HOMO (spin up / spin down)	-7.5585 / -7.9953	eV
LUMO (spin up / spin down)	-0.2303 / -0.6092	eV
total energy	-14549.4282	eV

***

This record from the OMol25 dataset describes 2 unconnected molecules or ions with the total composition C9H12N2O2. The level of theory is wB97M-V/def2-TZVPD.

```
! RIJCOSX wB97M-V def2-TZVPD def2/J DEFGRID3
* xyz 0 1
C -0.054 2.389 -0.648
C 0.505 1.596 -1.615
C -0.763 1.847 0.383
C -0.221 -0.288 -0.449
C 0.541 0.226 -1.478
C 1.754 -1.232 1.382
C 1.274 -0.759 -2.410
C -2.665 0.299 2.181
C -1.564 0.043 1.586
N -0.922 0.470 0.455
N 0.890 -1.183 2.473
O 2.520 -0.061 1.431
O 1.944 -2.099 0.585
H -0.039 3.440 -0.769
H 1.051 2.172 -2.521
H -1.295 2.346 1.183
H -0.347 -1.380 -0.280
H 0.575 -1.147 -3.209
H 1.956 -0.197 -3.166
H 1.851 -1.610 -2.075
H 3.278 -0.045 0.813
H -2.809 0.042 3.203
H -3.557 0.675 1.641
H -0.063 -1.532 2.563
H 1.093 -0.305 3.048
*
```

Computed properties:
energy relative to the best compared isomer or geometry (same formula, charge and spin)	299.00	kJ/mol
HOMO (spin up / spin down)	-6.6289 / -6.6334	eV
LUMO (spin up / spin down)	0.2010 / 0.2021	eV
total energy	-16599.2170	eV

***

This record from the OMol25 dataset describes C9H12N2O3S in the gas phase. The level of theory is wB97M-V/def2-TZVPD.

```
! RIJCOSX wB97M-V def2-TZVPD def2/J DEFGRID3
* xyz 0 1
O 2.282 3.737 0.173
S 2.288 2.458 0.769
O 3.518 1.707 0.947
O 1.508 2.522 2.117
N 1.278 1.492 -0.199
C 0.994 0.159 0.313
N 0.469 0.296 1.693
C -1.006 0.551 1.721
C -1.857 -0.603 1.048
C -1.107 -0.939 -0.250
C -1.826 -1.691 -1.207
C -1.468 -2.080 -2.442
C -0.103 -1.732 -2.688
C 0.643 -0.951 -1.859
C 0.154 -0.652 -0.579
H 0.970 1.583 2.126
H 0.575 2.063 -0.704
H 1.963 -0.406 0.362
H 0.646 -0.459 2.251
H -1.188 1.387 1.034
H -1.355 0.708 2.715
H -2.838 -0.279 0.805
H -1.747 -1.600 1.617
H -2.872 -1.912 -0.894
H -1.945 -2.884 -3.060
H 0.443 -2.093 -3.642
H 1.581 -0.383 -2.167
*
```

Computed properties:
SMILES	O=S(=O)(O)N[C@H]1NCCc2ccccc21
energy relative to the best compared isomer or geometry (same formula, charge and spin)	235.34	kJ/mol
HOMO	-9.6569	eV
LUMO	0.4291	eV
total energy	-29484.3979	eV

***

This record from the OMol25 dataset describes C9H12N2O4 in the gas phase. The level of theory is wB97M-V/def2-TZVPD.

```
! RIJCOSX wB97M-V def2-TZVPD def2/J DEFGRID3
* xyz 0 1
C 2.652 -1.714 0.062
C 2.687 -0.377 0.600
N 3.694 0.492 -0.135
O 3.982 1.560 0.330
O 4.194 0.030 -1.142
C 1.404 0.492 0.294
O 1.422 1.569 1.339
O 1.607 0.988 -0.990
N 0.245 -0.254 0.358
C -1.022 0.231 0.171
C -2.049 -0.681 0.301
C -3.421 -0.327 -0.006
C -3.694 0.924 -0.407
C -2.601 1.802 -0.613
C -1.266 1.531 -0.262
H 2.597 -2.562 0.778
H 1.758 -1.746 -0.577
H 3.458 -1.676 -0.752
H 2.987 -0.339 1.625
H 2.284 2.030 1.229
H 0.786 1.293 -1.384
H 0.328 -1.069 0.925
H -1.809 -1.664 0.654
H -4.134 -1.002 0.302
H -4.695 1.375 -0.549
H -2.643 2.906 -0.914
H -0.544 2.347 -0.073
*
```

Computed properties:
SMILES	C[C@@H]([N+](=O)[O-])C(O)(O)Nc1ccccc1
energy relative to the best compared isomer or geometry (same formula, charge and spin)	547.80	kJ/mol
HOMO	-8.5642	eV
LUMO	0.2784	eV
total energy	-20693.8406	eV

***

This record from the OMol25 dataset describes a molecular structure, C9H12N2OS. The level of theory is wB97M-V/def2-TZVPD.

```
! RIJCOSX wB97M-V def2-TZVPD def2/J DEFGRID3
* xyz 0 1
C -3.294 -1.477 2.258
C -2.460 -1.820 0.790
C -1.673 0.386 0.008
C 0.801 0.698 -0.286
C 1.855 0.992 0.724
C 3.085 0.475 0.544
C 3.366 -0.322 -0.716
C 2.382 -0.410 -1.813
C 1.201 0.125 -1.444
H -4.623 -1.668 2.441
H -2.790 -2.351 3.156
H -2.917 -0.106 2.511
H -3.288 -1.838 -0.012
H -2.089 -3.067 1.072
H -0.387 -1.180 -0.058
H -0.701 2.245 -0.184
H 1.791 1.760 1.493
H 3.954 0.609 1.300
H 4.430 -0.767 -2.274
H 2.716 -0.852 -2.757
H 0.150 0.074 -2.015
N -1.388 -0.929 0.530
N -0.568 1.256 -0.280
O 4.564 -0.794 -0.893
S -3.166 1.207 0.020
*
```

Computed properties:
energy relative to the best compared isomer or geometry (same formula, charge and spin)	865.76	kJ/mol
HOMO	-8.1415	eV
LUMO	-0.8499	eV
total energy	-25381.7863	eV

***

Look up the total energy of the fourth one.
-29484.3979 eV

***

What is the energy relative to the best compared isomer or geometry (same formula, charge and spin) in the sixth record?
865.76 kJ/mol